Formula: C7H11N5
Source: the OMol25 dataset
Level of theory: ωB97M-V/def2-TZVPD

The calculation puts the molar mass at 165.2 g/mol. For the orbital gap, the calculation gives 8.983 eV. The value obtained for the energy above the lowest of the compared OMol25 structures with the same formula, charge and spin is 78.7 kcal per mole.

Structure (XYZ):
```
23
C7H11N5 | the OMol25 dataset | ωB97M-V/def2-TZVPD
C -0.30 -1.14 -0.28
C 1.14 -1.25 -0.36
C -0.23 2.12 -0.63
C -1.68 0.81 0.26
C -1.16 -1.12 -1.48
C 1.95 -1.36 0.72
C 1.54 -1.28 2.16
N -1.21 2.08 0.26
N -2.67 0.21 0.75
N 0.01 1.09 -1.36
N -0.86 0.13 -0.81
N 0.55 3.31 -0.75
H -0.84 -1.37 0.69
H 1.58 -1.22 -1.35
H -0.75 -1.16 -2.52
H -2.26 -1.36 -1.33
H 3.03 -1.41 0.42
H 1.44 -0.32 2.57
H 2.01 -2.04 2.80
H 0.39 -1.67 2.19
H -2.86 -0.61 0.16
H 1.00 3.37 -1.62
H 0.18 4.19 -0.50
```